Molecular formula: C4H6ClN
Method: DFT, the ωB97M-V functional and the def2-TZVPD basis

Output
SMILES string   Cl[C@@H]1C=CCN1
Total energy   -18256.553 eV
Frontier orbital gap   10.3 eV

Each line ends with the natural charge from an NBO analysis.
Geometry (Å):
Cl: -2.29648 -0.02000 -0.35061  -0.17
C: -0.86803 -0.02743 0.82804  -0.02
C: -0.14233 1.26515 0.42395  -0.21
C: 0.86153 0.88323 -0.38487  -0.18
C: 0.76727 -0.56245 -0.67599  -0.28
N: 0.00281 -1.07874 0.51657  -0.62
H: -1.27063 -0.09990 1.92112  0.23
H: -0.32862 2.26527 0.73504  0.23
H: 1.56443 1.37458 -0.95690  0.21
H: 0.39531 -0.74572 -1.76655  0.20
H: 1.66981 -1.21575 -0.71619  0.21
H: -0.35506 -2.03823 0.42639  0.39



Molecular formula: C4H6ClN
Method: DFT, the ωB97M-V functional and the def2-TZVPD basis

Output
Total energy   -18253.379 eV
Frontier orbital gap   7.3 eV

Each line ends with the natural charge from an NBO analysis.
Geometry (Å):
C: -2.04787 -0.96179 -0.01014  -0.09
C: 0.52445 -0.03326 -1.38968  -0.69
C: 0.73548 0.12470 1.39273  -0.73
C: 0.20469 0.49324 0.02075  0.37
N: -3.12667 -1.34442 -0.04138  -0.56
Cl: -0.61570 2.00048 -0.02177  0.14
H: 1.67457 -0.09300 -1.35289  0.24
H: 0.17356 -0.99168 -1.53783  0.28
H: 0.00475 0.66177 -2.01075  0.25
H: 0.07699 -0.66285 1.87883  0.32
H: 0.70450 1.02802 1.91267  0.24
H: 1.69127 -0.22122 1.15945  0.24



Molecular formula: C4H6ClN2O
Method: DFT, the ωB97M-V functional and the def2-TZVPD basis

Output
Total energy   -21783.581 eV
Total charge   +1
Frontier orbital gap (spin up / spin down)   7.6 / 7.6 eV

Each line ends with the natural charge from an NBO analysis.
Geometry (Å):
C: 1.47250 1.27586 -0.25142  0.07
C: 2.01331 -0.07914 0.06933  0.20
C: -0.24648 -0.88817 0.57104  0.49
C: -2.47005 -0.50384 -0.02509  -0.24
N: 1.09850 -1.03139 0.26379  -0.53
N: 0.35247 1.59662 0.11141  -0.57
O: -1.07266 -0.80667 -0.34306  -0.42
Cl: 3.64119 -0.38765 0.11887  0.21
H: 2.15662 1.97173 -0.84291  0.21
H: -2.48611 0.45917 -0.25616  0.20
H: -2.72946 -0.94719 1.00653  0.24
H: -3.07098 -1.16498 -0.79027  0.23
H: 1.59773 -1.92942 0.49855  0.47
H: -0.25658 2.43507 -0.13059  0.43



Molecular formula: C4H6ClN2S
Method: DFT, the ωB97M-V functional and the def2-TZVPD basis

Output
Total energy   -30570.983 eV
Total charge   +1
Frontier orbital gap (spin up / spin down)   7.0 / 7.0 eV

Each line ends with the natural charge from an NBO analysis.
Geometry (Å):
C: 0.39654 -2.11376 -1.36765  0.11
C: 2.51272 -1.31677 -0.21848  -0.08
C: 0.41814 -0.26197 0.11323  0.49
C: -0.40248 0.89263 0.65906  -0.64
N: 1.76729 -0.47276 0.41907  -0.56
N: -0.11948 -1.07287 -0.80002  -0.55
S: 3.72383 -2.32285 0.16641  0.60
Cl: 3.70425 -2.24021 2.17741  -0.17
H: -0.03572 -2.26379 -2.32047  0.17
H: -0.02123 1.82353 0.21659  0.27
H: -1.33198 0.54784 0.18814  0.23
H: -0.19333 0.92651 1.70779  0.27
H: 2.06673 -0.07813 1.35050  0.45
H: -0.98655 -0.63152 -1.09220  0.42



Molecular formula: C4H6ClNOS
Method: DFT, the ωB97M-V functional and the def2-TZVPD basis

Output
SMILES string   C=C(CCl)N(O)C=S
Total energy   -31136.277 eV
Frontier orbital gap   8.7 eV

Each line ends with the natural charge from an NBO analysis.
Geometry (Å):
C: 1.80583 -0.78333 0.53214  -0.40
C: 0.48603 -0.54568 0.34450  0.12
C: -0.33861 -1.73066 0.66940  -0.45
Cl: -1.56625 -2.21758 -0.41653  -0.05
N: -0.14203 0.65583 0.16925  -0.16
O: -1.43752 0.55129 0.84653  -0.56
C: 0.24289 1.95073 -0.10538  -0.14
S: 1.56108 2.39599 -0.87180  -0.01
H: 1.98554 -1.80545 0.66889  0.21
H: 2.46625 0.08798 0.43463  0.23
H: -1.16095 -1.41109 1.41244  0.25
H: 0.13721 -2.58801 1.03513  0.23
H: -1.97099 -0.04039 0.33280  0.47
H: -0.49056 2.77240 0.54498  0.23



Molecular formula: C4H6ClNS
Method: DFT, the ωB97M-V functional and the def2-TZVPD basis

Output
SMILES string   C=NS[C@H]1C[C@H]1Cl
Total energy   -29089.167 eV
Frontier orbital gap   9.7 eV

Each line ends with the natural charge from an NBO analysis.
Geometry (Å):
C: -0.04693 -0.47205 -3.00386  -0.10
N: -0.24042 -0.52544 -1.77467  -0.48
S: 0.12275 1.03726 -0.68173  0.34
C: -0.67299 0.29322 0.71233  -0.40
C: 0.24225 -0.60627 1.46042  -0.43
C: 0.12420 0.86806 1.92204  -0.23
Cl: 1.37959 2.08196 1.79842  -0.01
H: -0.18869 -1.55140 -3.42997  0.19
H: 0.54281 0.34402 -3.58981  0.18
H: -1.75638 0.11130 0.77858  0.24
H: 0.98546 -1.14127 0.77664  0.25
H: -0.31246 -1.49313 2.16590  0.22
H: -0.17919 1.05372 2.86570  0.23



Molecular formula: C4H6ClNS
Method: DFT, the ωB97M-V functional and the def2-TZVPD basis

Output
SMILES string   C/C(Cl)=C\C=N\S
Total energy   -29091.336 eV
Frontier orbital gap   8.4 eV

Each line ends with the natural charge from an NBO analysis.
Geometry (Å):
C: -1.54908 0.79000 -0.00405  -0.70
C: -0.45086 0.95765 -0.95589  0.15
Cl: -0.99450 2.00338 -2.31279  -0.04
C: 0.85705 0.54384 -0.81814  -0.34
C: 1.26347 -0.54582 0.02159  0.07
N: 0.63070 -1.01265 1.05640  -0.56
S: 1.39128 -2.37682 1.78424  0.17
H: -1.23626 0.06867 0.69887  0.26
H: -1.73957 1.77221 0.42692  0.24
H: -2.42779 0.52114 -0.65288  0.23
H: 1.54651 0.80718 -1.55367  0.22
H: 2.29329 -0.86397 -0.33562  0.17
H: 0.41577 -2.66479 2.64501  0.12



Molecular formula: C4H6ClNS
Method: DFT, the ωB97M-V functional and the def2-TZVPD basis

Output
SMILES string   C=C1CCN(Cl)S1
Total energy   -29089.363 eV
Frontier orbital gap   7.8 eV

Each line ends with the natural charge from an NBO analysis.
Geometry (Å):
C: 1.61434 -1.58038 -0.18812  -0.47
C: 0.48651 -0.84459 0.04625  -0.20
C: 0.48739 0.69400 0.32256  -0.47
C: -0.82115 1.18886 -0.15507  -0.29
N: -1.84964 0.38265 0.47282  -0.42
Cl: -3.43681 0.46213 -0.32971  0.09
S: -1.06589 -1.56013 0.13532  0.40
H: 1.66685 -2.71324 -0.08850  0.21
H: 2.61606 -1.10181 -0.27940  0.20
H: 0.80993 0.70365 1.40765  0.25
H: 1.46269 0.90243 -0.12957  0.25
H: -0.99807 2.37050 0.03669  0.24
H: -0.97220 1.09595 -1.25091  0.21



Maximum force values (in Eh/bohr) by entry order: 0.057 0.082 0.140 0.075 0.090 0.077 0.079 0.079.
Energy relative to the best compared isomer or geometry (same formula, charge and spin) values (in eV) by entry order: 0.8882 4.0617 4.7681 5.3596 4.6614 3.5761 1.4066 3.3796.